# 1
Entry from the Open Molecules 2025 dataset: the molecule C4H8O2 in a non-equilibrium geometry (wB97M-V/def2-TZVPD).

ORCA input file:
```
! RIJCOSX wB97M-V def2-TZVPD def2/J DEFGRID3
* xyz 0 1
C -1.23227 -0.75044 1.61022
O -0.96273 -0.16374 0.37044
C 0.30775 0.41188 0.34696
C 0.53577 0.94293 -1.01357
C 0.58706 -0.26859 -1.92069
O 1.41080 -0.06969 -2.77467
H -2.24243 -1.15376 1.55632
H -1.17281 -0.00505 2.41685
H -0.52258 -1.56289 1.83213
H 1.08831 -0.35768 0.53956
H 0.43839 1.21764 1.06982
H 1.55626 1.38094 -1.00415
H -0.13161 1.71609 -1.40287
H 0.34008 -1.33762 -1.62636
*
```

Output
HOMO energy ... -9.443 eV
SMILES string ... COCCC=O
Total energy ... -8370.9266 eV
Frontier orbital gap ... 10.4 eV
LUMO energy ... 1.0 eV

Löwdin charges, unit e, in atom order: -0.115 -0.185 -0.299 -0.152 -0.233 0.034 0.090 0.091 0.092 0.137 0.127 0.134 0.130 0.148


# 2
Entry from the Open Molecules 2025 dataset: the molecule C4H8O2 (wB97M-V/def2-TZVPD).

ORCA input file:
```
! RIJCOSX wB97M-V def2-TZVPD def2/J DEFGRID3
* xyz 0 1
C -1.82786 -0.29269 0.78075
C -0.97594 -0.28384 -0.46703
O 0.24081 -1.03148 -0.32825
C 1.19275 -0.19248 -0.86456
C 1.94627 0.53148 0.21720
O 1.33613 -0.05339 -2.04841
H -2.27852 -1.26710 0.97891
H -1.25471 0.01843 1.66060
H -2.62683 0.44038 0.62882
H -1.50421 -0.65281 -1.34903
H -0.68007 0.75173 -0.67455
H 1.32424 0.65120 1.10902
H 2.32353 1.49572 -0.12618
H 2.78441 -0.11516 0.48273
*
```

Output
HOMO energy ... -10.474 eV
SMILES string ... CCOC(C)=O
Total energy ... -8372.2851 eV
Frontier orbital gap ... 11.4 eV
LUMO energy ... 0.9 eV

Löwdin charges, unit e, in atom order: -0.065 -0.251 -0.048 -0.549 0.022 0.132 0.078 0.077 0.081 0.129 0.122 0.085 0.091 0.096


# 3
Entry from the Open Molecules 2025 dataset: a cluster of 2 separate species, C4H8O2 in total (wB97M-V/def2-TZVPD).

ORCA input file:
```
! RIJCOSX wB97M-V def2-TZVPD def2/J DEFGRID3
* xyz 0 1
C -1.66961 1.41445 0.35234
O -1.52307 0.46261 -0.68135
C -0.42427 -0.34844 -0.52748
C 1.97986 -0.44633 -0.43942
C -0.24694 -1.22727 0.54132
O 0.90542 -1.69542 0.75778
H -2.57388 1.98750 0.13450
H -1.78539 0.93114 1.33187
H -0.79940 2.08380 0.38673
H -0.08871 -0.75033 -1.47966
H 1.89255 0.03756 -1.40859
H 2.11573 0.23988 0.38784
H 2.65845 -1.29222 -0.44633
H -1.07071 -1.54938 1.19010
*
```

Output
HOMO energy (alpha / beta) ... -7.622 / -7.619 eV
Total energy ... -8367.4682 eV
Frontier orbital gap (alpha / beta) ... 7.5 / 7.4 eV
LUMO energy (alpha / beta) ... -0.2 / -0.2 eV

Löwdin charges, unit e, in atom order: -0.100 -0.153 -0.204 0.120 -0.258 -0.061 0.089 0.084 0.092 0.126 0.031 0.053 0.043 0.139


# 4
Entry from the Open Molecules 2025 dataset: the molecule C4H8O2 in a non-equilibrium geometry (wB97M-V/def2-TZVPD).

ORCA input file:
```
! RIJCOSX wB97M-V def2-TZVPD def2/J DEFGRID3
* xyz 0 1
C 1.32789 -0.91157 -0.36263
C 0.23713 -0.79941 0.59032
C -0.87851 0.11427 0.16107
C -0.56935 1.58661 -0.02493
O -1.70334 -0.45416 -0.79296
O -2.14049 -0.23040 0.51509
H 1.89510 -0.03959 -0.53829
H 1.09533 -1.13924 -1.35684
H 2.11340 -1.62198 -0.09728
H 0.62284 -0.34464 1.50338
H -0.35788 -1.77905 0.68130
H -1.54583 1.94293 -0.33916
H 0.29558 1.50025 -0.73311
H -0.39185 2.17600 0.79405
*
```

Output
HOMO energy ... -9.990 eV
SMILES string ... CCC1(C)OO1
Total energy ... -8368.6583 eV
Frontier orbital gap ... 11.0 eV
LUMO energy ... 1.0 eV

Löwdin charges, unit e, in atom order: -0.118 -0.170 -0.613 0.040 0.044 0.049 0.061 0.071 0.090 0.129 0.159 0.097 0.108 0.054


# 5
Entry from the Open Molecules 2025 dataset: the molecule C4H8O2 (wB97M-V/def2-TZVPD).

ORCA input file:
```
! RIJCOSX wB97M-V def2-TZVPD def2/J DEFGRID3
* xyz 0 1
C 2.49324 0.37424 -0.38028
O 1.51475 -0.40613 -1.02728
C 0.21684 -0.19596 -0.67723
C -0.26540 0.52046 0.34048
O -1.59637 0.62931 0.65074
C -2.43990 -0.50259 0.52587
H 3.45441 -0.09441 -0.60441
H 2.48943 1.40235 -0.76461
H 2.35011 0.38838 0.70877
H -0.44010 -0.74638 -1.34158
H 0.33795 1.14169 0.99599
H -2.05428 -1.27418 -0.14706
H -2.59304 -0.95328 1.51413
H -3.39446 -0.14322 0.13401
*
```

Output
HOMO energy ... -8.164 eV
SMILES string ... CO/C=C/OC
Total energy ... -8370.6224 eV
Frontier orbital gap ... 9.2 eV
LUMO energy ... 1.0 eV

Löwdin charges, unit e, in atom order: -0.101 -0.133 -0.147 -0.147 -0.148 -0.091 0.092 0.099 0.085 0.122 0.115 0.074 0.090 0.091


# 6
Entry from the Open Molecules 2025 dataset: the molecule C4H8O2 in a non-equilibrium geometry (wB97M-V/def2-TZVPD).

ORCA input file:
```
! RIJCOSX wB97M-V def2-TZVPD def2/J DEFGRID3
* xyz 0 1
C -0.05876 -1.14434 -0.84001
C 0.59201 -0.11808 -0.29574
C 2.08772 -0.11007 -0.06995
O -0.18376 0.94101 0.05911
C -1.62952 0.40872 0.62870
O -2.39146 1.50226 0.42030
H -1.05069 -0.94702 -1.23238
H 0.38049 -2.11211 -0.98010
H 2.38118 0.18321 0.94243
H 2.47387 -1.11863 -0.26852
H 2.59477 0.56760 -0.76967
H -1.20600 0.20710 1.60448
H -2.25941 -0.46234 0.31340
H -1.73044 2.20269 0.48794
*
```

Output
HOMO energy ... -8.561 eV
SMILES string ... C=C(C)OCO
Total energy ... -8370.2257 eV
Frontier orbital gap ... 9.5 eV
LUMO energy ... 0.9 eV

Löwdin charges, unit e, in atom order: 0.026 -0.458 -0.029 -0.077 -0.185 0.005 0.064 0.056 0.077 0.080 0.084 0.120 0.132 0.105


# 7
Entry from the Open Molecules 2025 dataset: a cluster of 2 separate species, C4H8O2 in total in a non-equilibrium geometry (wB97M-V/def2-TZVPD).

ORCA input file:
```
! RIJCOSX wB97M-V def2-TZVPD def2/J DEFGRID3
* xyz 0 1
C -0.89953 0.62411 -1.34248
C -0.90220 -0.34364 -0.42264
C -1.40774 -0.14251 0.96366
H -0.75683 0.32317 -2.37757
H -1.46857 1.54018 -1.23109
H -0.60148 -1.34127 -0.72461
H -1.52018 0.91722 1.20032
H -2.37580 -0.61139 1.15133
H -0.70149 -0.55175 1.69133
O 2.91454 0.16182 -0.81348
C 2.24646 -0.42142 -0.01997
O 1.86270 0.17759 1.14836
H 1.85969 -1.43939 -0.09524
H 1.75043 1.10726 0.87208
*
```

Output
HOMO energy ... -9.889 eV
SMILES string ... C=CC.O=CO
Total energy ... -8371.6490 eV
Frontier orbital gap ... 10.8 eV
LUMO energy ... 0.9 eV

Löwdin charges, unit e, in atom order: -0.014 -0.264 -0.120 0.055 0.060 0.094 0.076 0.075 0.064 0.082 -0.393 0.032 0.133 0.121


# 8
Entry from the Open Molecules 2025 dataset: a structure of composition C4H8O2 (wB97M-V/def2-TZVPD).

ORCA input file:
```
! RIJCOSX wB97M-V def2-TZVPD def2/J DEFGRID3
* xyz 0 1
C -1.29055 1.10351 -0.58772
C 0.13654 1.14027 -0.09694
O 0.21880 0.94293 1.33274
C 0.97290 -0.06577 0.08963
C 0.33274 -1.40757 0.00016
O 1.08939 -2.41521 0.63160
H -1.84162 0.25674 -0.17153
H -1.30342 1.03550 -1.68067
H -1.81082 2.02375 -0.30514
H 0.66249 2.04365 -0.41865
H 1.26535 0.53769 1.30052
H 0.22659 -1.60348 -1.08638
H -0.67231 -1.44891 0.43591
H 2.01391 -2.14309 0.55648
*
```

Output
HOMO energy ... -9.247 eV
Total energy ... -8368.2545 eV
Frontier orbital gap ... 10.1 eV
LUMO energy ... 0.9 eV

Löwdin charges, unit e, in atom order: -0.040 -0.398 -0.047 -0.019 -0.291 -0.069 0.077 0.089 0.084 0.135 0.139 0.136 0.123 0.081


# 9
Entry from the Open Molecules 2025 dataset: the molecule C4H8O2 in a non-equilibrium geometry (wB97M-V/def2-TZVPD).

ORCA input file:
```
! RIJCOSX wB97M-V def2-TZVPD def2/J DEFGRID3
* xyz 0 1
C 1.57217 0.64410 0.34650
C 0.94882 -0.39333 -0.52123
C -0.42625 -0.84771 -0.00491
C -1.46199 0.26352 -0.10979
O -1.24199 1.45276 -0.31926
O -2.69863 -0.25223 0.13619
H 2.76623 0.48355 0.08210
H 1.10631 1.71374 0.05116
H 1.37603 0.47855 1.57754
H 0.88153 0.02246 -1.46166
H 1.63619 -1.25998 -0.55292
H -0.79970 -1.91231 -0.39114
H -0.48025 -1.02303 1.11783
H -3.17847 0.62992 0.04960
*
```

Output
HOMO energy ... -10.550 eV
SMILES string ... CCCC(=O)O
Total energy ... -8371.7770 eV
Frontier orbital gap ... 11.3 eV
LUMO energy ... 0.8 eV

Löwdin charges, unit e, in atom order: -0.162 -0.322 -0.124 -0.521 0.075 0.072 0.116 0.102 0.130 0.080 0.110 0.160 0.135 0.150


# 10
Entry from the Open Molecules 2025 dataset: the molecule C4H8O2 in a non-equilibrium geometry (wB97M-V/def2-TZVPD).

ORCA input file:
```
! RIJCOSX wB97M-V def2-TZVPD def2/J DEFGRID3
* xyz 0 1
C -0.89486 -1.52875 1.23557
O 0.01176 -0.50352 0.91718
C -0.61643 0.38457 0.08402
C 0.26828 1.45701 -0.54171
C 1.70715 1.19961 -0.81094
O 2.52143 2.04552 -1.10991
H -0.36667 -2.21299 1.89190
H -1.23119 -2.05406 0.32560
H -1.77684 -1.11133 1.74291
H -1.51602 0.86566 0.48847
H -1.05954 -0.23990 -0.83636
H 0.02706 2.51508 -0.35788
H -0.29012 0.91678 -1.37418
H 1.97351 0.12629 -0.81001
*
```

Output
HOMO energy ... -9.681 eV
SMILES string ... COCCC=O
Total energy ... -8369.8985 eV
Frontier orbital gap ... 10.5 eV
LUMO energy ... 0.8 eV

Löwdin charges, unit e, in atom order: -0.107 -0.159 -0.325 -0.107 -0.274 0.036 0.091 0.093 0.095 0.131 0.142 0.130 0.126 0.127


# 11
Entry from the Open Molecules 2025 dataset: a cluster of 2 separate species, C4H8O2 in total (wB97M-V/def2-TZVPD).

ORCA input file:
```
! RIJCOSX wB97M-V def2-TZVPD def2/J DEFGRID3
* xyz 0 1
C -0.98495 -1.28524 0.21524
C 0.01971 -0.42001 0.36268
C -0.24888 1.03198 0.57949
O -1.32233 1.55781 0.38695
O 1.31009 -0.85677 0.43467
C 2.31934 -0.01726 -0.10423
H -2.00837 -0.92974 0.23781
H -0.79097 -2.34599 0.09477
H 0.60495 1.62657 0.95954
H 3.13182 -0.67414 -0.42166
H 1.96097 0.54659 -0.97453
H 2.70583 0.68093 0.64809
H -3.06377 0.70044 -1.02830
H -3.63344 0.38482 -1.39054
*
```

Output
HOMO energy ... -9.464 eV
SMILES string ... C=C(C=O)OC.[H][H]
Total energy ... -8370.1293 eV
Frontier orbital gap ... 9.6 eV
LUMO energy ... 0.1 eV

Löwdin charges, unit e, in atom order: 0.121 -0.340 -0.201 0.026 -0.108 -0.087 0.048 0.080 0.126 0.093 0.100 0.088 0.012 0.041


# 12
Entry from the Open Molecules 2025 dataset: a cluster of 2 separate species, C4H8O2 in total in a non-equilibrium geometry (wB97M-V/def2-TZVPD).

ORCA input file:
```
! RIJCOSX wB97M-V def2-TZVPD def2/J DEFGRID3
* xyz 0 1
C -2.46029 0.60450 -0.07200
C 0.33370 -0.09407 -0.99795
C 0.38585 -0.64855 1.56954
C 0.23225 0.28362 0.42661
O -2.46955 0.03470 -1.14718
O 0.74570 1.53463 0.65476
H -3.50246 0.91912 0.21847
H -0.77916 -0.15721 -1.46468
H 0.75799 0.72560 -1.59985
H 0.64260 -1.03641 -1.06008
H -0.21115 -0.42622 2.36776
H 0.08306 -1.63062 1.29597
H 1.50805 -0.77710 1.93820
H 0.68922 1.72025 1.65846
*
```

Output
HOMO energy (alpha / beta) ... -7.737 / -6.860 eV
Total energy ... -8368.0462 eV
Frontier orbital gap (alpha / beta) ... 8.4 / 7.0 eV
LUMO energy (alpha / beta) ... 0.6 / 0.1 eV

Löwdin charges, unit e, in atom order: -0.064 -0.042 -0.057 -0.396 -0.119 -0.006 0.046 0.096 0.105 0.031 0.041 0.071 0.141 0.152